26
Properties=species:S:1:pos:R:3:forces:R:3 method="wB97M-V/def2-TZVPD" multiplicity=2 max_force_ev_per_a=4.861 s_squared=0.7507 molar_mass_g_mol=132.2 lumo_ev="0.26 / 0.10" de_lowest_kj_mol=202.9 gap_ev="2.915 / 10.514"
C -2.4209 0.8347 0.1171 -0.007 0.225 -0.909
C -1.0779 0.5619 0.7461 1.421 -3.161 0.980
N -0.2495 -0.1301 -0.3935 -0.450 2.321 -0.687
C -0.1891 0.5577 -1.7619 1.333 0.922 1.651
H -2.5494 1.8949 -0.0080 0.021 0.522 -0.613
H -2.5391 0.2803 -0.8652 0.048 0.838 1.310
H -3.2473 0.5721 0.7323 -0.537 -0.609 0.712
H -0.4897 1.3547 1.3464 -0.867 -0.969 -1.793
H -1.0699 -0.3510 1.4576 -0.450 1.571 -0.737
H -0.4960 -1.0954 -0.5509 -1.391 -0.414 0.382
H 0.6698 -0.3082 -0.0716 2.050 0.468 0.791
H -0.7021 1.4894 -1.8837 -0.894 0.346 0.923
H -0.5945 -0.0824 -2.4668 -0.254 -1.468 -1.456
H 0.8225 0.9361 -1.9091 0.050 -0.981 -0.345
H 3.6364 -0.7862 0.9651 -0.770 -0.601 -1.660
H 4.2892 0.3252 1.0531 0.359 1.218 -1.274
O 3.8937 -0.1173 0.2593 0.234 -0.517 2.813
H 1.1556 -3.1639 2.1818 0.443 -3.543 1.068
H 1.8722 -1.8125 2.3313 -0.193 -0.275 -0.125
O 1.1064 -2.2912 1.9466 -0.436 3.963 -1.113
H 1.7069 3.7065 -1.5145 -0.749 -0.833 -0.159
H 2.0653 2.5870 -0.6117 -1.211 -0.314 -0.887
O 1.3658 2.8023 -1.3016 2.221 1.464 1.240
H -2.6705 -2.4938 0.8000 -1.091 -1.261 1.713
H -2.0733 -3.0270 -0.6358 -0.777 2.004 2.559
O -2.2142 -2.2441 0.0377 1.895 -0.917 -4.382

---

27
Properties=species:S:1:pos:R:3:forces:R:3 method="wB97M-V/def2-TZVPD" multiplicity=2 max_force_ev_per_a=5.708 s_squared=0.7552 molar_mass_g_mol=150.2 lumo_ev="-3.41 / -9.79" total_charge=+1 de_lowest_kj_mol=230.8 gap_ev="10.404 / 4.017"
C 0.9689 1.6555 -0.5578 -0.684 2.670 -4.840
O 2.0940 1.3135 -1.3049 -1.104 -0.460 -0.182
C -0.2973 1.6855 -1.5829 0.211 -0.341 0.697
C -1.4221 2.4926 -0.8305 1.653 -0.426 -0.784
H 0.9372 0.8826 0.1791 -0.525 -1.115 2.049
H 1.0753 2.6644 -0.1118 0.356 -0.543 0.691
H 2.9411 1.3722 -0.8572 0.789 0.450 0.650
H -0.0030 2.0113 -2.6404 -0.134 -0.294 1.722
H -0.6222 0.6124 -1.6134 0.070 0.946 -0.384
H -1.5342 1.8810 0.0186 -0.789 -0.041 1.489
H -1.2990 3.5343 -0.6103 1.582 0.550 0.707
H -2.3463 2.6968 -1.2827 -1.471 -1.180 -1.464
H -1.7486 -1.5135 -0.4537 0.054 -0.125 4.061
H -2.3379 -1.8932 1.0454 -2.081 -1.358 0.688
O -1.6613 -1.4401 0.6165 1.961 1.676 -5.092
H 2.0741 -3.0678 1.2716 -0.175 -4.412 0.060
H 1.5921 -1.8633 0.4943 -0.676 0.008 -1.796
O 2.1120 -2.1769 1.1991 2.143 4.078 0.426
H 0.2308 -2.1175 -2.6713 -0.812 0.167 1.586
H -0.1359 -3.2199 -1.7734 -0.216 -1.563 0.492
O -0.1738 -2.2809 -1.7644 1.033 1.501 -2.049
H 0.4244 -2.0778 1.6620 -0.702 0.292 1.122
H -0.6525 -1.3652 2.5199 -1.580 0.372 -0.153
O 0.1362 -1.8572 2.5646 1.097 -0.583 0.687
H -0.4879 0.3096 1.5436 -0.021 0.653 0.992
H 0.3447 0.6789 2.8357 -0.814 0.394 -1.140
O -0.2087 1.0829 2.1041 0.836 -1.316 -0.237

---

30
Properties=species:S:1:pos:R:3:forces:R:3 method="wB97M-V/def2-TZVPD" max_force_ev_per_a=2.139 molar_mass_g_mol=168.2 lumo_ev=0.14 de_lowest_kj_mol=131.6 smiles=CC(C)O.O.O.O.O.O.O gap_ev=10.453
C -1.0127 -0.0055 2.4740 0.547 -0.557 0.572
C -1.3653 1.4486 2.3808 -1.587 0.611 -0.438
C -0.9783 2.4689 3.4339 0.666 -0.918 1.813
O -0.8212 1.8222 1.1433 0.838 1.041 -1.150
H 0.0694 -0.0259 2.6038 0.073 -0.532 0.250
H -1.2241 -0.4945 1.5230 -0.004 0.343 -0.189
H -1.5459 -0.6294 3.1913 0.165 0.393 0.475
H -2.4457 1.5341 2.2641 -0.344 -0.041 0.116
H -1.2061 3.5291 3.3236 -0.605 -0.221 -0.751
H 0.0780 2.4762 3.7028 0.426 -0.343 -0.409
H -1.4245 2.1536 4.3771 -0.309 0.122 0.119
H -0.3306 2.6245 1.3362 0.141 0.107 -0.520
O 3.3234 -2.4687 0.6706 -0.157 0.278 0.011
H 3.8502 -2.9666 1.2957 0.126 -0.077 0.176
H 3.2727 -3.0312 -0.1022 -0.034 -0.245 -0.283
O 1.0705 -0.4210 -2.1443 -0.002 -0.208 -0.324
H 0.6750 0.4087 -1.8769 -0.099 0.213 0.092
H 1.5185 -0.7372 -1.3598 0.158 -0.069 0.318
O -2.8789 4.0926 -1.8796 -0.144 0.135 0.060
H -2.1276 3.6317 -1.5063 0.202 -0.124 0.206
H -3.0577 3.6344 -2.7008 -0.058 -0.044 -0.249
O -4.3242 0.1620 -0.9139 -0.150 -0.152 0.106
H -4.4993 0.8892 -1.5111 -0.097 0.228 -0.095
H -3.3854 -0.0019 -1.0040 0.265 -0.060 0.034
O 2.1651 -4.6376 -2.3543 0.326 0.103 0.113
H 1.5528 -5.3695 -2.2779 -0.118 -0.226 0.044
H 1.6338 -3.9139 -2.6862 -0.178 0.244 -0.117
O 4.7970 -1.8622 -3.8972 0.198 0.103 -0.053
H 4.7118 -2.7951 -3.7004 0.004 -0.281 0.049
H 3.9095 -1.5155 -3.8053 -0.248 0.177 0.025

---

30
Properties=species:S:1:pos:R:3:forces:R:3 method="wB97M-V/def2-TZVPD" max_force_ev_per_a=1.054 molar_mass_g_mol=168.2 lumo_ev=0.18 de_lowest_kj_mol=83.0 smiles=CCO.CO.O.O.O.O.O gap_ev=10.034
C -2.8077 8.5788 -19.7930 -0.253 -0.482 -0.562
C -3.7322 7.3974 -19.5651 -0.510 0.606 0.696
O -3.0058 6.1883 -19.6715 0.211 -0.388 -0.319
H -3.3859 9.4935 -19.6660 0.222 0.087 0.328
H -2.4629 8.6014 -20.8297 0.095 -0.114 0.009
H -1.9418 8.5004 -19.1386 -0.050 0.297 0.115
H -4.5854 7.4412 -20.2547 0.244 -0.170 -0.089
H -4.1413 7.4722 -18.5433 0.029 0.010 -0.203
H -3.5942 5.4396 -19.5280 -0.054 0.095 -0.085
C -3.4410 9.0863 -23.6941 0.138 -0.190 0.612
O -3.9625 7.8070 -23.3104 0.518 0.519 -0.062
H -2.4197 8.9801 -24.0716 -0.102 0.107 -0.226
H -4.0692 9.5658 -24.4414 -0.074 -0.262 -0.088
H -3.3980 9.7548 -22.8227 -0.041 0.020 -0.087
H -3.1881 7.3385 -22.9514 -0.527 -0.278 -0.191
O -1.5982 6.2763 -22.6348 0.228 0.032 0.173
H -1.4683 5.3184 -22.5715 -0.229 0.054 0.150
H -1.3641 6.6104 -21.7543 -0.001 -0.181 -0.123
O -0.3490 5.0570 -19.3638 -0.022 -0.085 -0.161
H -1.2898 5.2807 -19.4476 0.250 0.134 0.104
H 0.1054 5.7754 -19.8251 -0.163 -0.167 0.010
O 0.7268 7.3284 -20.8076 0.206 0.302 -0.012
H 0.8900 7.8844 -21.5805 -0.042 -0.165 0.030
H 1.3589 7.6328 -20.1437 -0.119 0.002 -0.082
O -1.4829 2.8597 -21.7636 0.204 0.228 -0.284
H -0.5638 2.9437 -21.4750 -0.187 0.020 0.133
H -1.4323 2.5190 -22.6650 -0.018 -0.060 0.145
O -0.4010 7.1925 -25.1836 -0.065 -0.046 0.153
H 0.2252 6.4776 -25.3358 -0.060 0.059 0.005
H -0.9183 6.9106 -24.4103 0.176 0.016 -0.089

---

35
Properties=species:S:1:pos:R:3:forces:R:3 method="wB97M-V/def2-TZVPD" max_force_ev_per_a=3.437 molar_mass_g_mol=201.2 lumo_ev=-0.40 de_lowest_kj_mol=54.7 smiles=C[C@H](N)CO.O.O.O.O.O.O.O gap_ev=9.663
C -2.1703 -0.8263 -1.6665 1.202 -0.565 -0.075
C -0.7414 -0.6880 -1.0387 -1.896 0.696 -0.080
N 0.1136 -1.8013 -1.3709 1.973 -0.299 0.167
C -0.8900 -0.5459 0.4876 3.402 0.451 -0.199
O 0.3248 0.0570 1.0271 0.333 0.180 0.170
H -2.2255 -0.0552 -2.4310 -0.758 0.139 0.191
H -2.3277 -1.7833 -2.1661 0.241 -0.078 0.041
H -2.9088 -0.7952 -0.8693 -0.336 0.475 -0.271
H -0.3919 0.2992 -1.3632 0.380 -0.158 -0.105
H 1.0508 -1.6161 -1.0029 -0.251 -0.030 0.776
H 0.4333 -1.9042 -2.3324 -1.180 0.239 -0.400
H -1.7064 0.1135 0.7681 -0.492 -0.703 0.179
H -0.6653 -1.5114 0.9497 -1.832 -0.289 0.061
H 0.4093 1.0421 0.9556 -0.634 -0.733 -0.307
O -1.0571 -4.0586 0.0816 0.398 -0.049 -0.036
H -1.8298 -3.5391 0.3100 -0.048 0.075 -0.023
H -0.4465 -3.4331 -0.3641 -0.510 -0.130 0.010
O 1.1734 0.7250 3.9854 -0.356 -0.150 -0.201
H 0.7684 -0.1407 4.1357 0.219 0.169 0.043
H 0.7076 1.0252 3.1907 0.198 -0.043 0.130
O 0.5244 2.6399 1.0036 0.049 0.629 -0.111
H -0.3334 2.9770 0.7197 -0.023 0.039 0.070
H 1.0845 2.8338 0.2404 0.041 -0.067 -0.004
O 2.8443 0.6949 -0.0466 -0.032 0.328 2.177
H 2.3454 0.0737 0.5264 -0.508 -0.315 -0.985
H 3.1593 1.2032 0.7314 0.434 0.304 -0.947
O -0.3048 2.8806 -1.8829 0.051 -0.115 0.237
H 0.3928 2.7388 -2.5305 -0.040 0.047 -0.056
H -0.8328 3.6112 -2.2113 -0.009 0.114 -0.176
O -4.1796 0.9347 1.2362 0.341 -0.053 -0.447
H -4.1591 0.0358 0.8932 -0.277 -0.242 0.273
H -3.6394 1.3765 0.5694 -0.142 0.332 0.154
O 4.0202 -0.9044 -1.8817 -0.177 0.227 0.103
H 3.8640 -0.2680 -1.1502 0.015 -0.401 -0.459
H 3.3339 -0.6866 -2.5248 0.225 -0.026 0.098

---

39
Properties=species:S:1:pos:R:3:forces:R:3 method="wB97M-V/def2-TZVPD" max_force_ev_per_a=1.650 molar_mass_g_mol=248.2 lumo_ev=-0.05 de_lowest_kj_mol=58.6 smiles=c1c[nH]cn1.O.O.O.O.O.O.O.O.O.O gap_ev=8.732
C 1.6335 -3.1667 0.3873 0.188 0.118 -0.728
C 1.1393 -2.8387 1.5971 -0.097 -0.081 0.980
N -0.2141 -2.6925 1.4615 0.098 0.481 -1.423
C -0.4451 -2.8024 0.1214 -0.677 -0.012 0.341
N 0.6222 -3.1106 -0.5515 0.250 -0.173 -0.250
H 2.6422 -3.4081 0.0929 -0.026 0.098 0.128
H 1.5904 -2.6405 2.5397 0.415 -0.204 0.407
H -0.8693 -2.1970 2.0440 -0.075 -0.052 0.344
H -1.4242 -2.6103 -0.2949 0.038 -0.156 0.000
O 3.3649 0.5842 0.4175 0.318 0.001 0.038
H 2.5032 0.8083 0.7786 -0.384 0.016 0.237
H 3.9563 1.1853 0.8701 0.259 0.093 0.207
O -2.2432 -1.0697 2.5553 0.000 -0.450 -0.446
H -2.9476 -0.5621 2.1353 0.163 0.155 0.301
H -2.0232 -0.7140 3.4131 -0.267 0.496 0.237
O -1.6517 2.1576 0.2631 0.140 0.277 0.243
H -2.1596 1.4172 -0.1186 -0.143 0.286 0.141
H -2.1618 2.9527 0.0593 0.014 -0.253 0.109
O 0.3601 -0.8849 -2.6000 0.394 -0.727 -0.061
H 0.6724 -1.6597 -2.0912 -0.166 0.170 -0.083
H 1.1837 -0.4897 -2.9383 -0.163 -0.008 0.298
O 0.8569 1.3829 2.2857 0.257 -0.278 -0.121
H 0.3853 0.6957 1.7962 -0.144 0.381 0.098
H 0.4676 2.2515 2.0519 -0.230 -0.557 -0.068
O 0.4664 3.9922 1.7096 0.373 0.094 -0.059
H 1.4037 3.9134 1.9518 -0.291 0.251 -0.146
H 0.4624 4.0282 0.7432 0.070 0.028 0.109
O -3.7702 0.5977 -0.4863 -0.833 0.816 -0.828
H -3.4111 0.3418 -1.3485 0.665 -0.571 -0.031
H -4.2733 1.3712 -0.8207 0.027 -0.429 0.884
O -1.8185 0.5109 -2.5132 -1.202 -0.874 -0.716
H -1.4970 -0.4166 -2.4823 0.691 0.674 0.133
H -2.2638 0.5010 -3.3799 0.263 0.404 0.300
O 0.2863 2.3349 -1.6366 0.316 0.185 0.303
H -0.0607 1.5761 -2.1293 -0.397 0.174 0.135
H -0.2584 2.3832 -0.8217 0.012 -0.434 -0.596
O 2.5347 0.7288 -2.1528 -0.093 0.418 -0.004
H 1.7700 1.1970 -1.7554 0.502 0.005 -0.260
H 3.2317 0.8707 -1.4922 -0.264 -0.364 -0.150

---

40
Properties=species:S:1:pos:R:3:forces:R:3 method="wB97M-V/def2-TZVPD" max_force_ev_per_a=2.495 molar_mass_g_mol=264.2 lumo_ev=0.18 de_lowest_kj_mol=0.0 smiles="NC(=O)NCC=O.O.O.O.O.O.O.O.O.O" gap_ev=10.185
N -2.1030 1.2674 -0.6478 -0.509 0.185 -0.312
C -0.7667 1.2536 -0.5262 0.549 -0.047 0.940
O 0.0034 1.0215 -1.4715 0.092 0.290 -0.677
N -0.2315 1.5635 0.7039 -0.794 -0.529 -0.832
C -1.0171 1.3915 1.9069 0.475 0.038 1.012
C -1.0212 -0.0754 2.3409 0.131 1.019 -0.517
O -1.9867 -0.7717 2.1736 0.248 -0.666 0.350
H -2.5060 1.1971 -1.5628 0.322 -0.151 -0.410
H -2.7532 0.9201 0.0446 0.168 0.265 0.259
H 0.7483 1.2824 0.7940 0.021 0.043 0.367
H -2.0367 1.7633 1.8553 -0.029 0.025 -0.417
H -0.5223 1.9621 2.6930 0.054 0.028 0.075
H -0.0534 -0.4119 2.7464 -0.208 -0.404 0.099
O 4.1733 1.2331 0.4384 0.236 -0.028 -0.228
H 3.8791 0.3331 0.2403 0.197 0.007 -0.008
H 3.6518 1.7647 -0.1965 0.120 -0.044 0.246
O 2.4851 -1.8752 0.3329 -0.068 0.017 -0.041
H 2.6197 -1.7712 -0.6260 -0.025 0.180 0.337
H 1.5831 -2.2171 0.4045 -0.135 -0.387 0.069
O -0.2000 -3.2473 0.7465 -0.356 0.224 0.024
H -0.9992 -2.8346 0.3515 0.553 -0.009 -0.100
H -0.3396 -4.1788 0.5628 0.222 -0.170 0.063
O 2.1057 0.6127 1.9448 -2.061 0.859 1.114
H 2.1122 -0.3301 1.7601 1.293 0.019 -0.526
H 2.8908 1.1603 1.7972 0.574 -1.101 -0.537
O -1.3807 -0.7086 -3.2469 0.540 0.114 -1.157
H -0.8724 0.0746 -3.0308 0.098 0.764 1.212
H -0.9005 -0.8882 -4.0716 -0.636 -0.799 0.019
O -3.9531 -0.3301 0.5220 -1.206 0.539 -0.930
H -3.3657 -0.8418 1.0573 0.482 -0.627 1.185
H -4.5876 -0.9182 0.1030 -0.036 -0.039 0.065
O -2.0496 -2.1266 -0.9113 -0.415 1.587 -0.336
H -1.7714 -1.6176 -1.7076 0.419 -1.016 -0.175
H -2.4912 -1.3606 -0.4996 -0.153 -0.630 0.299
O 2.2625 2.5778 -0.8843 0.053 0.263 -0.219
H 1.8640 3.3401 -0.4532 -0.061 -0.087 -0.040
H 1.5381 1.9697 -1.1129 -0.115 0.217 -0.094
O 2.4856 -0.4884 -1.9938 -0.158 0.122 -0.300
H 2.6230 -0.4051 -2.9412 0.165 -0.023 -0.033
H 1.6292 -0.0608 -1.8376 -0.047 -0.050 0.152

---

36
Properties=species:S:1:pos:R:3:forces:R:3 method="wB97M-V/def2-TZVPD" max_force_ev_per_a=7.817 molar_mass_g_mol=204.2 lumo_ev=0.22 de_lowest_kj_mol=423.8 smiles=CC(C)O.O.O.O.O.O.O.O.O gap_ev=11.017
C -0.6887 -2.4767 -0.3868 -0.634 3.225 1.795
C -1.8796 -2.6248 0.6123 1.541 1.839 0.550
C -3.1004 -1.7100 0.5808 -3.229 -2.631 0.705
O -1.2336 -2.1826 1.7804 1.290 -1.231 4.258
H -1.0269 -2.0295 -1.2736 -0.059 0.473 -1.565
H -0.0854 -3.2960 -0.5352 0.593 -2.533 -0.540
H 0.0844 -1.8039 0.1271 -1.491 -0.321 -1.136
H -2.0671 -3.6549 0.6498 -1.056 -1.421 0.329
H -3.7466 -2.0759 -0.2085 -0.585 -0.025 -0.091
H -3.0172 -0.7335 0.3986 1.919 3.912 -1.696
H -3.8239 -1.3783 1.5148 1.915 -2.469 -1.328
H -1.2019 -2.8224 2.5520 -0.365 1.046 -1.537
O -1.1406 0.5535 2.0966 -1.879 -3.730 2.702
H -1.3327 -0.4612 2.0060 0.624 2.189 0.394
H -0.9404 0.8086 1.2463 0.717 0.694 -3.188
O -1.2964 3.0003 2.7925 -3.290 1.716 2.269
H -0.5899 2.7893 2.2820 3.157 -0.616 -2.169
H -1.9371 2.3208 2.5696 -0.006 -0.189 0.241
O 1.1325 1.3236 1.2048 2.180 -6.354 0.323
H 1.1467 2.0846 0.7987 0.537 6.609 -4.141
H 0.6261 1.4948 1.9229 -2.144 -0.121 4.043
O 0.9469 -0.4627 -3.9139 4.022 1.124 0.795
H 1.3659 -0.4139 -2.9899 -1.643 -0.810 -1.534
H 0.0902 -0.7854 -3.9838 -2.180 -0.900 0.707
O 0.3764 2.0751 -3.2647 -1.510 1.163 -0.158
H -0.3701 2.2068 -3.8849 0.615 -0.106 0.590
H 1.0229 1.6349 -3.8010 0.490 -0.673 -0.408
O 1.3702 3.0440 -0.8064 -0.235 0.531 0.339
H 1.9377 2.2396 -0.8247 -1.440 0.732 -0.973
H 0.5395 3.0702 -1.3604 1.974 -1.118 0.385
O 2.2299 -1.1765 1.1653 -1.466 -2.602 1.441
H 1.9723 -0.2787 1.0783 -0.143 1.900 -0.321
H 1.3606 -1.5315 1.5284 1.793 0.242 -0.485
O 2.3831 -0.5892 -1.3400 -1.519 -2.970 0.735
H 2.9709 0.0644 -1.5625 2.487 2.369 -0.823
H 2.8871 -1.2628 -0.8067 -0.980 1.055 -0.508

---

What did the second record say?
27
Properties=species:S:1:pos:R:3:forces:R:3 method="wB97M-V/def2-TZVPD" multiplicity=2 max_force_ev_per_a=5.708 s_squared=0.7552 molar_mass_g_mol=150.2 lumo_ev="-3.41 / -9.79" total_charge=+1 de_lowest_kj_mol=230.8 gap_ev="10.404 / 4.017"
C 0.9689 1.6555 -0.5578 -0.684 2.670 -4.840
O 2.0940 1.3135 -1.3049 -1.104 -0.460 -0.182
C -0.2973 1.6855 -1.5829 0.211 -0.341 0.697
C -1.4221 2.4926 -0.8305 1.653 -0.426 -0.784
H 0.9372 0.8826 0.1791 -0.525 -1.115 2.049
H 1.0753 2.6644 -0.1118 0.356 -0.543 0.691
H 2.9411 1.3722 -0.8572 0.789 0.450 0.650
H -0.0030 2.0113 -2.6404 -0.134 -0.294 1.722
H -0.6222 0.6124 -1.6134 0.070 0.946 -0.384
H -1.5342 1.8810 0.0186 -0.789 -0.041 1.489
H -1.2990 3.5343 -0.6103 1.582 0.550 0.707
H -2.3463 2.6968 -1.2827 -1.471 -1.180 -1.464
H -1.7486 -1.5135 -0.4537 0.054 -0.125 4.061
H -2.3379 -1.8932 1.0454 -2.081 -1.358 0.688
O -1.6613 -1.4401 0.6165 1.961 1.676 -5.092
H 2.0741 -3.0678 1.2716 -0.175 -4.412 0.060
H 1.5921 -1.8633 0.4943 -0.676 0.008 -1.796
O 2.1120 -2.1769 1.1991 2.143 4.078 0.426
H 0.2308 -2.1175 -2.6713 -0.812 0.167 1.586
H -0.1359 -3.2199 -1.7734 -0.216 -1.563 0.492
O -0.1738 -2.2809 -1.7644 1.033 1.501 -2.049
H 0.4244 -2.0778 1.6620 -0.702 0.292 1.122
H -0.6525 -1.3652 2.5199 -1.580 0.372 -0.153
O 0.1362 -1.8572 2.5646 1.097 -0.583 0.687
H -0.4879 0.3096 1.5436 -0.021 0.653 0.992
H 0.3447 0.6789 2.8357 -0.814 0.394 -1.140
O -0.2087 1.0829 2.1041 0.836 -1.316 -0.237